# 1
{
  "formula": "CH3IO3S",
  "method": "ωB97M-V with the def2-TZVPD basis set",
  "multiplicity": 1,
  "e_above_lowest_kcal_mol": 25.53,
  "largest_force_ev_per_a": 4.0,
  "homo_lumo_gap_ev": 9.2,
  "homo_energy_ev": -9.676,
  "energy_ev": -26161.62395,
  "charge": 0,
  "species": ["C", "O", "O", "O", "S", "I", "H", "H", "H"],
  "xyz": [[1.299, 0.354, -0.054], [-2.022, -0.488, -0.744], [0.519, -0.732, -0.585], [-0.788, -0.940, 1.402], [-0.804, -1.338, -0.005], [-2.724, 1.064, 0.070], [2.093, 0.339, -0.878], [1.743, 0.402, 0.929], [0.685, 1.340, -0.136]],
  "nbo_charge": [-0.28, -0.94, -0.73, -0.94, 1.80, 0.47, 0.21, 0.21, 0.19]
}


# 2
{
  "formula": "CH3IO3S",
  "method": "ωB97M-V with the def2-TZVPD basis set",
  "multiplicity": 1,
  "e_above_lowest_kcal_mol": 82.51,
  "largest_force_ev_per_a": 4.1,
  "homo_lumo_gap_ev": [7.9, 7.0],
  "homo_energy_ev": [-8.927, -8.652],
  "energy_ev": -26159.15313,
  "charge": 0,
  "species": ["C", "O", "O", "O", "S", "I", "H", "H", "H"],
  "xyz": [[-0.159, 1.502, 0.048], [0.843, -1.402, 1.077], [-0.719, 0.614, 0.957], [-0.618, -2.416, -1.263], [-0.542, -0.992, 1.232], [1.167, -2.538, -1.224], [-0.974, 1.868, -0.504], [0.550, 1.071, -0.810], [0.451, 2.294, 0.487]],
  "nbo_charge": [-0.26, -0.86, -0.72, -0.90, 1.34, 0.82, 0.20, 0.19, 0.20]
}


# 3
{
  "formula": "CH3IOS2",
  "method": "ωB97M-V with the def2-TZVPD basis set",
  "multiplicity": 1,
  "e_above_lowest_kcal_mol": 109.08,
  "largest_force_ev_per_a": 3.0,
  "homo_lumo_gap_ev": [7.6, 7.5],
  "homo_energy_ev": [-9.833, -9.838],
  "energy_ev": -32899.08939,
  "charge": 0,
  "species": ["C", "O", "S", "S", "I", "H", "H", "H"],
  "xyz": [[1.091, -0.292, -0.214], [-0.351, 2.047, 0.434], [-0.024, -1.203, 0.888], [-1.620, 0.031, 1.010], [-2.974, -0.266, -0.924], [2.102, -0.425, 0.158], [0.780, 0.764, -0.122], [0.996, -0.657, -1.230]],
  "nbo_charge": [-0.78, -0.46, 0.17, 0.20, 0.11, 0.23, 0.31, 0.22]
}


Please write out number 3 again, unchanged.
{
  "formula": "CH3IOS2",
  "method": "ωB97M-V with the def2-TZVPD basis set",
  "multiplicity": 1,
  "e_above_lowest_kcal_mol": 109.08,
  "largest_force_ev_per_a": 3.0,
  "homo_lumo_gap_ev": [7.6, 7.5],
  "homo_energy_ev": [-9.833, -9.838],
  "energy_ev": -32899.08939,
  "charge": 0,
  "species": ["C", "O", "S", "S", "I", "H", "H", "H"],
  "xyz": [[1.091, -0.292, -0.214], [-0.351, 2.047, 0.434], [-0.024, -1.203, 0.888], [-1.620, 0.031, 1.010], [-2.974, -0.266, -0.924], [2.102, -0.425, 0.158], [0.780, 0.764, -0.122], [0.996, -0.657, -1.230]],
  "nbo_charge": [-0.78, -0.46, 0.17, 0.20, 0.11, 0.23, 0.31, 0.22]
}


- Number 1 is which compound?
  CH3IO3S